{
  "formula": "C2H10NO5",
  "method": "wB97M-V/def2-TZVPD",
  "species": ["O", "O", "O", "O", "O", "N", "C", "C", "H", "H", "H", "H", "H", "H", "H", "H", "H", "H"],
  "positions_angstrom": [[1.983, -1.933, 0.584], [1.242, 2.063, -0.740], [0.817, -1.262, -1.473], [-1.220, 1.480, -0.586], [-1.725, -0.512, -1.350], [-0.402, 0.858, 1.669], [-1.466, 0.306, -0.455], [-1.275, -0.161, 0.954], [0.583, 2.510, -0.083], [-2.334, -0.190, 1.460], [0.599, 0.608, 1.445], [0.991, -1.903, 0.303], [-1.046, -1.213, 1.096], [1.041, -0.309, -1.402], [2.267, -2.110, -0.360], [-0.110, -1.157, -1.713], [0.735, 1.113, -0.876], [-0.681, 1.813, 1.528]],
  "forces_ev_per_a": [[-1.8, -0.8, -1.8], [-2.2, -2.1, 1.1], [0.5, 1.2, -0.8], [-0.6, 3.3, -1.3], [-0.7, -1.3, -1.1], [1.0, -3.6, 1.0], [0.1, -1.7, 0.3], [-2.0, 1.6, 2.6], [1.5, -1.5, -2.1], [1.6, 0.5, -0.8], [-1.6, 1.1, 0.3], [2.4, 0.2, 1.1], [1.0, 0.1, -0.1], [0.5, -1.2, -0.1], [0.0, 0.4, 1.7], [-1.3, -0.3, -0.2], [1.4, 4.5, 0.7], [0.1, -0.3, -0.6]],
  "gap_ev": 8.49,
  "energy_ha": -513.18277,
  "total_charge": -1,
  "homo_energy_ev": -4.638,
  "spin_multiplicity": 1
}